Record 1
Molecular formula: C12H30AgBr2N2O4
Method: DFT, ωB97M-V/def2-TZVPD

```
! wB97M-V def2-TZVPD RIJCOSX def2/J DEFGRID3
* xyz 0 2
Ag -0.9717 -1.2013 0.7988
Br -1.1893 -4.0466 0.7874
Br -3.5051 -0.6391 0.9926
C 2.0578 -2.5273 1.2316
O 1.2830 -1.6200 0.4294
C 1.7678 -1.4042 -0.8427
C 0.6871 -1.8446 -1.8539
N -0.5871 -1.0311 -1.5857
C -1.6117 -1.5406 -2.5215
C -1.5585 -0.9047 -3.9108
O -1.4524 0.5442 -4.0433
C -1.0812 0.7367 -5.4231
H 1.7484 -3.5362 0.9588
H 1.7168 -2.4134 2.2606
H 3.1291 -2.3305 1.2729
H 2.6449 -2.0013 -1.0922
H 2.1731 -0.3925 -0.8306
H 0.5092 -2.9080 -1.6934
H 1.1040 -1.6199 -2.8356
H -0.3217 -0.1424 -1.9854
H -2.5627 -1.2251 -2.0924
H -1.6192 -2.6301 -2.5506
H -2.2620 -1.3540 -4.6117
H -0.5683 -1.2032 -4.2549
H -1.0055 1.7656 -5.7749
H -1.9020 0.3350 -6.0171
H -0.1720 0.1802 -5.6506
C -0.5745 -2.1173 3.9715
O -0.3383 -1.2256 2.9216
C 0.3478 0.0026 3.3366
C -0.3082 1.1297 2.4794
N -0.0506 0.9318 1.0954
C -0.5139 2.0310 0.1710
C -0.0244 3.3671 0.6386
O 1.3621 3.3790 0.8872
C 1.7458 4.4049 1.7338
H -1.0491 -1.6898 4.8548
H 0.2385 -2.7371 4.3498
H -1.3540 -2.8387 3.7267
H 1.4255 -0.0403 3.1788
H 0.1246 0.1302 4.3958
H -0.0251 2.0823 2.9272
H -1.3782 1.1639 2.6845
H 0.8359 1.4156 1.1103
H -1.5926 2.1501 0.0692
H -0.1322 1.7640 -0.8144
H -0.6669 3.7201 1.4452
H -0.2262 4.0935 -0.1487
H 2.8279 4.2740 1.7428
H 1.4860 4.2219 2.7764
H 1.3892 5.3412 1.3046
*
```

Values from the calculation:
E_LUMO (alpha / beta)	0.410 / -2.239	eV
gap between HOMO and LUMO (alpha / beta)	8.73 / 5.66	eV
energy relative to the best compared isomer or geometry (same formula, charge and spin)	222.66	kJ/mol
HOMO level (alpha / beta)	-8.32 / -7.89	eV

Record 2
Molecular formula: C12H30Al3Cl7O6
Method: DFT, ωB97M-V/def2-TZVPD

```
! wB97M-V def2-TZVPD RIJCOSX def2/J DEFGRID3
* xyz 2 1
Al 1.4449 -2.0170 -22.1566
Al -0.4043 -1.3331 -17.0017
Al 3.9823 -5.2449 -17.7092
Cl 2.2317 -5.3579 -20.6922
Cl 2.1526 -1.3205 -14.5775
Cl -1.2090 -3.3452 -19.7662
Cl -0.3919 0.3794 -19.9488
Cl 4.9481 -2.8212 -22.3008
Cl 0.7222 -4.6245 -16.0309
Cl 2.6375 -2.1029 -18.7700
C 6.9335 -3.5194 -15.9143
O 5.9175 -3.0236 -16.8291
C 5.9402 -1.5909 -17.2480
C 6.3160 -1.5102 -18.7932
O 7.6345 -1.5089 -19.1562
C 8.3136 -0.4117 -18.5099
H 7.9226 -3.3147 -16.3242
H 6.8503 -4.6027 -16.0017
H 6.7939 -3.2823 -14.8596
H 6.6069 -1.1195 -16.5259
H 4.9958 -1.0586 -17.1346
H 5.7904 -0.6073 -19.1040
H 5.8579 -2.3793 -19.2655
H 7.6160 0.3890 -18.2643
H 8.9221 0.0850 -19.2656
H 9.0791 -0.7850 -17.8296
C 3.7293 3.9520 -25.8682
O 3.6007 4.2611 -24.5155
C 2.2901 4.3528 -24.1807
C 2.1343 4.6680 -22.6128
O 2.8090 3.5896 -21.8798
C 2.3802 3.3314 -20.5948
H 3.8310 2.8672 -25.8963
H 4.6646 4.3788 -26.2304
H 2.9876 4.3306 -26.5716
H 1.7737 3.4751 -24.5694
H 2.0610 5.2274 -24.7896
H 1.0826 4.6431 -22.3272
H 2.4903 5.6701 -22.3737
H 2.4599 2.2776 -20.3282
H 1.3063 3.5021 -20.5199
H 2.8991 3.9526 -19.8647
C -2.9282 0.5931 -14.4238
O -1.7033 0.7658 -15.2192
C -0.7570 1.6529 -14.7467
C -0.1311 2.3530 -15.8988
O 0.5141 1.3766 -16.7582
C 1.6277 1.9043 -17.4829
H -3.5301 -0.1909 -14.8832
H -3.5820 1.4617 -14.5019
H -2.7830 0.4384 -13.3546
H 0.0253 1.2915 -14.0793
H -1.3045 2.3082 -14.0693
H 0.6511 2.9971 -15.4971
H -0.9083 2.9328 -16.3965
H 1.9982 1.4651 -18.4091
H 2.5088 1.6843 -16.8801
H 1.6522 2.9835 -17.6344
*
```

Values from the calculation:
E_LUMO	-11.834	eV
gap between HOMO and LUMO	1.90	eV
HOMO level	-13.73	eV

Record 3
Molecular formula: C12H30AlO4
Method: DFT, ωB97M-V/def2-TZVPD

```
! wB97M-V def2-TZVPD RIJCOSX def2/J DEFGRID3
* xyz -1 1
C 4.8179 -4.1658 1.5359
C 3.7910 -3.5549 1.8184
Al 2.2548 -2.1909 2.1155
C 0.5880 -2.8077 1.0674
C -0.3842 -3.6116 1.6230
H 5.7906 -4.4695 1.0901
H 1.9909 -2.0292 3.6804
H 2.6698 -0.7445 1.5349
H 0.5093 -2.4842 -0.0062
H -1.2762 -3.8516 0.9740
H -0.2614 -4.0054 2.6626
C 1.8610 2.3464 -1.0718
C 1.7024 1.0123 -1.7769
O 1.5843 -0.0359 -0.8237
H 2.7435 2.3361 -0.4281
H 1.9597 3.1619 -1.7938
H 0.9991 2.5486 -0.4294
H 2.5743 0.8036 -2.4002
H 0.8151 1.0128 -2.4136
H 0.8087 0.1471 -0.2798
C -2.9288 2.8864 -4.2520
C -2.0814 2.4548 -3.0710
O -0.6987 2.4747 -3.4195
H -2.7595 2.2267 -5.1063
H -3.9910 2.8689 -3.9979
H -2.6608 3.8980 -4.5709
H -2.3364 1.4377 -2.7692
H -2.2396 3.1189 -2.2173
H -0.4758 3.3771 -3.6769
C -2.8685 7.0468 -0.8302
C -3.8904 5.9296 -0.9213
O -3.2395 4.6711 -1.0577
H -2.2356 7.0598 -1.7202
H -3.3585 8.0180 -0.7319
H -2.2088 6.8982 0.0289
H -4.5328 6.0697 -1.7918
H -4.5210 5.9051 -0.0267
H -2.6794 4.5465 -0.2810
C 1.7475 -7.5317 4.0689
C 1.0699 -6.2975 3.5003
O 1.8395 -5.1393 3.7755
H 1.8804 -7.4321 5.1490
H 1.1581 -8.4305 3.8674
H 2.7427 -7.6598 3.6348
H 0.0851 -6.1609 3.9518
H 0.9436 -6.3873 2.4159
H 2.7084 -5.2576 3.3647
*
```

Values from the calculation:
E_LUMO	2.096	eV
gap between HOMO and LUMO	6.67	eV
energy relative to the best compared isomer or geometry (same formula, charge and spin)	0.00	kJ/mol
HOMO level	-4.58	eV

Record 4
Molecular formula: C12H30AsF6N2O4Rb
Method: DFT, ωB97M-V/def2-TZVPD

```
! wB97M-V def2-TZVPD RIJCOSX def2/J DEFGRID3
* xyz 0 1
Rb -0.1315 0.4103 -0.1895
As 1.0208 3.4190 0.5715
F 0.2688 2.9232 2.1059
F -0.0885 4.7961 0.2946
F 1.8119 3.7884 -1.0476
F 2.0530 1.9770 0.6453
F -0.1683 2.4270 -0.3237
F 2.3084 4.4091 1.3915
C 1.0679 -3.2662 -4.4335
O -0.2382 -3.0920 -4.0965
C -0.7428 -1.8139 -4.3091
C -0.3240 -0.7606 -3.1495
N -0.8823 -1.1107 -1.8109
C -2.3885 -0.9435 -1.8329
C -2.7983 0.5428 -1.6583
O -2.3066 0.8649 -0.3571
C -2.7920 2.0857 0.0916
H 1.2684 -2.8891 -5.4364
H 1.2221 -4.3432 -4.3674
H 1.7201 -2.8368 -3.6730
H -1.8308 -1.8074 -4.3761
H -0.4925 -1.5261 -5.3302
H -0.6632 0.2575 -3.3410
H 0.7607 -0.6545 -3.1329
H -0.6660 -2.0881 -1.6762
H -2.6136 -1.5591 -0.9620
H -2.8620 -1.4045 -2.6997
H -3.8712 0.6484 -1.8190
H -2.3336 1.2162 -2.3785
H -2.4633 2.9585 -0.4725
H -2.4775 2.2116 1.1276
H -3.8762 2.0508 0.1980
C -1.6194 1.8505 2.4181
O -1.7499 0.6854 1.6684
C -1.5550 -0.5275 2.4184
C -0.0803 -0.8220 2.6402
N 0.4962 -1.2263 1.3401
C 1.9622 -1.4025 1.3668
C 2.7407 -0.0735 1.7342
O 4.0922 -0.3241 1.8887
C 4.4171 -0.6466 3.2620
H -0.6505 1.8738 2.9171
H -2.4419 1.9372 3.1281
H -1.5915 2.6742 1.7048
H -2.0345 -1.4210 2.0185
H -2.0815 -0.5281 3.3729
H -0.0020 -1.6042 3.3953
H 0.3541 0.0681 3.0954
H 0.1409 -2.1345 1.0773
H 2.3469 -1.7471 0.4069
H 2.2670 -2.1570 2.0920
H 2.3030 0.2854 2.6658
H 2.4490 0.6706 0.9930
H 4.4419 0.1439 4.0121
H 5.4402 -0.9947 3.1197
H 3.8642 -1.4711 3.7120
*
```

Values from the calculation:
E_LUMO	-0.188	eV
gap between HOMO and LUMO	8.85	eV
energy relative to the best compared isomer or geometry (same formula, charge and spin)	1024.41	kJ/mol
HOMO level	-9.04	eV